Record 1
67
Properties=species:S:1:pos:R:3 method="wB97M-V/def2-TZVPD" e_tot_ha=-4008.7924 mol_weight_g_mol=607.60 spin_multiplicity=5 charge=-4
Cr -0.8701 0.0435 1.0089
S -3.0210 2.5600 1.1967
O -2.1586 1.3750 1.6879
O -2.8701 3.6234 2.2139
O -2.3690 2.9904 -0.0797
O -4.4077 2.1635 1.0548
S -3.6625 -1.9420 0.5360
O -3.3987 -3.2366 -0.1169
O -4.4106 -2.0696 1.7860
O -2.2992 -1.3116 0.8120
O -4.3405 -1.0009 -0.3841
S 0.5705 -0.9039 3.8579
O -0.2558 -2.0186 4.3193
O 0.9571 -0.0314 4.9675
O 1.7684 -1.4076 3.1073
O -0.2152 -0.0601 2.8479
C -2.5695 -0.2018 -3.2349
C -1.3961 -0.1951 -2.2660
C -0.2241 0.5213 -2.9360
O 0.1784 -0.1572 -4.1127
C 1.1133 0.6129 -4.8306
N -1.7391 0.4588 -0.9929
H -2.2542 -0.5920 -4.2055
H -3.0501 0.7688 -3.3869
H -3.3509 -0.8753 -2.8709
H -1.1044 -1.2392 -2.1440
H 0.6368 0.5521 -2.2513
H -0.5265 1.5500 -3.1823
H 0.6636 1.5512 -5.1873
H 1.3813 0.0941 -5.7528
H 2.0173 0.8769 -4.2712
H -2.0661 1.3869 -1.2688
H -2.6263 -0.0203 -0.7456
C 2.5898 1.7519 0.2230
C 1.5547 2.2717 1.1997
C 1.6655 3.7591 1.4161
O 1.0527 4.0964 2.6228
C 0.9719 5.4636 2.8703
N 0.1854 1.9363 0.7077
H 2.6035 0.6750 0.0981
H 3.6047 2.1079 0.4073
H 2.3279 2.1366 -0.7747
H 1.6538 1.7327 2.1468
H 1.2676 4.3238 0.5583
H 2.7331 4.0492 1.4629
H 1.9100 5.9721 3.1380
H 0.2482 5.5666 3.6807
H 0.5225 5.9817 2.0100
H 0.1413 2.4040 -0.1924
H -0.4572 2.4174 1.3442
C 1.0901 -2.7208 -1.3849
C 0.4471 -2.6474 -0.0127
C 1.1129 -3.6850 0.8770
O 0.7637 -5.0233 0.4634
C 1.8560 -5.8954 0.4635
N 0.7901 -1.3277 0.6094
H 2.1762 -2.5949 -1.3512
H 0.6966 -1.9959 -2.0984
H 0.9027 -3.7058 -1.8258
H -0.6339 -2.7787 0.0545
H 0.7346 -3.6210 1.9040
H 2.1927 -3.5424 1.0130
H 1.4771 -6.9151 0.3442
H 2.4492 -5.8724 1.3857
H 2.4805 -5.6683 -0.4143
H 1.0903 -1.4939 1.6052
H 1.6983 -1.0236 0.2727



Record 2
52
Properties=species:S:1:pos:R:3 method="wB97M-V/def2-TZVPD" e_tot_ha=-890.8934 de_lowest_kj_mol=0.0 mol_weight_g_mol=352.88 spin_multiplicity=1 charge=+1
Rb 3.0056 12.6484 25.8677
C 0.1841 16.0066 29.3076
C 0.9674 15.2663 28.2410
C 0.4889 15.6991 26.8558
O 1.1961 14.9777 25.8630
C 0.7597 15.3231 24.5627
N 2.3986 15.4546 28.4511
H 0.4506 17.0683 29.3142
H 0.3758 15.6212 30.3066
H -0.8922 15.9493 29.1317
H 0.7632 14.1903 28.3198
H 0.6607 16.7777 26.7206
H -0.5868 15.5086 26.7539
H 1.3385 14.7430 23.8442
H 0.9095 16.3908 24.3673
H -0.3046 15.1014 24.4291
H 2.9257 14.9998 27.7163
H 2.6436 16.4387 28.4304
C 2.6196 11.8703 20.6435
C 2.5430 11.9189 22.1679
C 1.6375 10.8106 22.6728
O 1.4122 10.9728 24.0666
C 0.4406 10.0591 24.5648
N 3.8634 11.9094 22.8092
H 1.6931 11.5483 20.1688
H 3.3945 11.1655 20.3208
H 2.9064 12.8423 20.2409
H 2.0561 12.8616 22.4422
H 2.0618 9.8179 22.4746
H 0.6800 10.9075 22.1485
H -0.4856 10.1353 23.9865
H 0.2513 10.3218 25.6005
H 0.7981 9.0292 24.4786
H 4.3642 11.0558 22.5760
H 4.4088 12.6486 22.3726
C 4.1188 16.9028 25.4403
C 4.7449 16.0513 24.3573
C 6.0967 16.5917 23.9518
O 6.5627 15.7826 22.8868
C 7.8688 16.1414 22.4849
N 4.8575 14.6400 24.8047
H 4.8102 17.0612 26.2692
H 3.2164 16.4109 25.8098
H 3.8069 17.8653 25.0346
H 4.1200 16.0412 23.4614
H 6.7951 16.5282 24.8018
H 6.0381 17.6387 23.6270
H 8.1190 15.5357 21.6184
H 8.5964 15.9631 23.2865
H 7.9186 17.2003 22.2052
H 5.4346 14.1699 24.1121
H 5.4045 14.6560 25.6658



Record 3
54
Properties=species:S:1:pos:R:3 method="wB97M-V/def2-TZVPD" e_tot_ha=-2553.1760 mol_weight_g_mol=344.77 spin_multiplicity=1 charge=0
Cu -3.4945 9.9326 -11.3106
B -4.8227 8.2708 -10.2664
H -5.3590 9.2002 -10.1535
H -4.7091 8.0330 -11.3127
H -3.8581 8.3791 -9.7952
H -5.3853 7.4534 -9.8425
C -0.6511 12.0947 -15.3746
O -1.5263 11.0201 -15.4386
C -1.3190 10.0336 -14.4180
C -2.5321 9.1269 -14.2898
N -3.6140 9.9017 -13.7986
C -4.9182 9.2919 -14.0608
C -6.0051 10.2620 -13.5596
O -6.2030 11.3478 -14.5099
C -7.1218 12.3820 -14.1269
H -0.8907 12.8972 -14.6769
H -0.6976 12.6051 -16.3366
H 0.4025 11.8180 -15.3347
H -0.8456 10.4476 -13.5277
H -0.5130 9.3333 -14.6371
H -2.3468 8.3157 -13.5857
H -2.7274 8.6954 -15.2715
H -3.5783 10.7200 -14.3895
H -5.0751 8.2816 -13.6830
H -5.1059 9.1555 -15.1258
H -5.7509 10.6068 -12.5573
H -6.9501 9.7191 -13.5722
H -7.1684 13.2460 -14.7899
H -6.9882 12.6645 -13.0826
H -8.1530 12.0774 -14.3051
C -0.5811 7.2214 -11.7141
O -1.0954 8.5307 -11.3262
C -0.5729 8.8667 -9.9745
C -1.3393 9.9910 -9.3765
N -1.6724 11.0900 -10.2707
C -2.4381 12.0634 -9.4834
C -3.9511 11.8286 -9.3766
O -4.5784 11.9626 -10.6440
C -4.7572 13.3183 -11.0753
H -0.9157 6.9969 -12.7269
H -0.8524 6.4712 -10.9713
H 0.4975 7.2630 -11.8658
H 0.4810 9.1354 -10.0466
H -0.7203 8.0524 -9.2651
H -0.7685 10.3722 -8.5297
H -2.2118 9.5346 -8.9089
H -0.7746 11.4498 -10.5617
H -2.3170 13.0615 -9.9045
H -2.0806 12.1530 -8.4576
H -4.3602 12.5541 -8.6734
H -4.1127 10.8012 -9.0503
H -3.8560 13.7139 -11.5437
H -4.9323 13.9404 -10.1976
H -5.6428 13.5442 -11.6693



Record 4
64
Properties=species:S:1:pos:R:3 method="wB97M-V/def2-TZVPD" e_tot_ha=-4346.7691 mol_weight_g_mol=562.05 spin_multiplicity=1 charge=-2
O 2.1272 1.8031 0.9460
V 0.8007 1.7063 1.8003
O 0.5639 3.1423 2.4151
O -0.6479 4.5634 -1.4088
V -0.8012 3.1012 -2.0640
O 0.4720 2.8598 -2.9897
O -2.6750 -0.5371 0.0344
V -2.7482 0.1860 1.4601
O -3.6834 1.4237 1.3137
O -3.1877 -1.3140 2.9730
C -2.2833 -1.0274 3.9943
C -1.4068 0.2325 4.0102
O -0.9881 0.6098 2.6996
H -1.6279 -1.9052 4.1564
H -2.8595 -1.0721 4.9375
H -0.4553 0.0633 4.5402
H -1.7911 1.1034 4.5567
O -2.3883 2.7291 -3.3943
C -3.4692 1.9289 -2.9641
C -4.8638 2.1294 -3.7086
O -4.9491 3.0185 -4.7530
H -3.7153 2.1968 -1.9168
H -3.1523 0.8781 -2.8716
H -5.6831 2.2407 -2.9736
H -5.0069 1.1473 -4.2189
B -0.6702 1.6213 -0.3122
H 0.2748 2.2221 -0.5740
H -1.4856 2.2848 0.2200
H -1.1828 1.2475 -1.2624
H -0.3467 0.7317 0.3584
C 0.1657 -2.4053 -4.6925
C 0.5048 -1.6976 -3.3648
C 1.9335 -1.1849 -3.4288
O 2.8870 -2.1805 -3.0829
C 4.1958 -1.6250 -3.0069
N -0.3893 -0.5241 -3.3476
H -0.8644 -2.7249 -4.8441
H 0.7738 -3.3198 -4.6903
H 0.4650 -1.7722 -5.5257
H 0.4813 -2.4012 -2.5216
H 2.0235 -0.3421 -2.7326
H 2.1052 -0.8312 -4.4530
H 4.8124 -2.4976 -2.8029
H 4.4198 -0.7720 -2.3614
H 4.3356 -1.2568 -4.0336
H -1.2905 -0.8873 -3.0436
H -0.0956 0.0530 -2.5619
C 2.8677 -0.6694 5.1808
C 2.5857 -0.2794 3.7463
C 1.6761 -1.2580 2.9645
O 1.4290 -0.7353 1.6855
C 0.6713 -1.6528 0.9006
N 1.8788 1.0328 3.7721
H 3.5402 0.0319 5.6729
H 3.3290 -1.6579 5.2948
H 1.9433 -0.8382 5.7441
H 3.5573 -0.1096 3.2778
H 0.8162 -1.4851 3.6022
H 2.3031 -2.1554 2.8911
H 0.6265 -1.2368 -0.1041
H -0.3859 -1.6835 1.1895
H 1.0749 -2.6624 0.9885
H 1.0307 0.7951 4.2869
H 2.4225 1.6185 4.3965